This record from OMol25 describes a single C6H11NO2 molecule at a distorted geometry. The level of theory is ωB97M-V/def2-TZVPD.

```
20
C6H11NO2 | OMol25 | ωB97M-V/def2-TZVPD
O -3.223 -0.456 0.446
C -2.334 0.435 -0.195
C -1.046 -0.271 -0.576
C 0.024 -0.376 0.483
C 1.472 -0.746 0.563
O 1.878 -1.508 -0.545
C 2.134 0.726 0.632
C 1.041 1.516 -0.268
N 0.209 0.459 -0.736
H -2.851 -0.541 1.350
H -2.853 0.697 -1.086
H -2.170 1.431 0.345
H -1.171 -1.051 -1.352
H -0.190 0.239 1.403
H 1.715 -1.234 1.530
H 1.889 -0.869 -1.252
H 3.133 0.716 0.263
H 2.149 1.045 1.631
H 1.491 2.173 -1.065
H 0.412 2.188 0.340
```

Its SMILES is OC[C@@H]1[C@H]2[C@@H](O)CCN21. The value obtained for the total energy is -440.30905 hartree. As for the energy above the lowest of the compared OMol25 structures with the same formula, charge and spin: 467.8 kJ/mol. The HOMO energy is -8.7 eV. The spin multiplicity is 1. The calculation puts the LUMO energy at 0.030 Ha.

Results of the Löwdin charge analysis, in e, for atoms 1 through 4: atom 1 (O): -0.06, atom 2 (C): -0.24, atom 3 (C): -0.15, atom 4 (C): -0.16